1.
# C38H42N3O4PSSbW

A molecular structure, C38H42N3O4PSSbW (ωB97M-V/def2-TZVPD, OMol25).

Gap between HOMO and LUMO (spin up / spin down) (eV): 6.8 / 6.8
Lowest unoccupied orbital energy (spin up / spin down) (eV): -9.544 / -9.541
Energy (eV): -81213.057
Energy above the lowest of the compared OMol25 structures with the same formula, charge and spin (kcal/mol): 0.0
Spin multiplicity: 1
Net charge: +3
E_HOMO (spin up / spin down) (eV): -16.3161 / -16.3121

Each line ends with the Mulliken charge.
Geometry (Å):
C (1.8600, 3.3402, -2.6667)  -0.29
H (2.0158, -6.1302, 2.7640)  0.46
H (-0.0861, -2.4217, 2.9896)  0.37
S (2.0475, 1.4412, 0.3537)  -0.45
H (-4.5634, 2.0061, 2.9903)  0.65
C (1.5555, -5.2863, 2.2678)  -0.61
N (3.2307, -1.0098, 0.6429)  0.37
C (2.9318, 0.1372, 1.2327)  0.42
H (4.7301, -2.3654, 1.3095)  0.41
C (0.9245, -4.1550, 0.2383)  -0.72
H (2.7615, -2.1251, -1.0614)  0.25
C (-1.1211, -3.9510, -3.6379)  -0.79
H (-1.7902, -4.0294, -1.6104)  0.60
H (4.1600, 6.0745, -1.2083)  0.44
C (-3.7014, -2.1547, -0.4057)  -0.44
H (1.9624, -6.0290, 0.2956)  0.46
C (-0.3218, 4.6515, 0.7015)  -1.68
C (-3.0953, -1.7177, 1.8859)  -0.87
O (-0.5394, 1.5523, 2.0399)  -0.10
C (-4.2287, 1.7978, 1.9822)  -0.93
H (3.3713, -2.1071, 2.4350)  0.46
H (1.2187, 2.5725, -3.0908)  0.28
O (-3.1521, 0.7672, -2.8368)  -0.51
C (-5.1225, 1.6435, 0.9256)  -0.86
Sb (-0.7053, -1.6077, -0.0087)  0.96
C (-2.5161, 0.9786, -1.7338)  0.16
C (3.0406, 3.6646, -3.3117)  -0.88
C (3.8692, 4.6484, -2.7842)  -0.52
N (-2.4160, 1.4224, 0.4993)  0.98
C (-4.6457, 1.3635, -0.3489)  -0.92
H (-5.7708, -2.5908, -0.7565)  0.51
H (0.8283, -1.5301, -4.9864)  0.49
C (2.7744, 1.4471, 3.3132)  -0.64
C (-2.8769, 1.6696, 1.7199)  0.68
C (3.6566, -2.1989, 1.3932)  -1.28
H (4.7888, 4.9069, -3.2916)  0.44
C (-1.7605, 1.7772, 2.7056)  0.16
H (2.7328, -0.3634, -1.3027)  0.15
H (-2.5613, 0.5286, -3.5748)  0.49
C (-1.2319, -3.4595, -2.3448)  -0.56
C (3.5170, 5.3055, -1.6142)  -0.83
H (-0.2556, 5.6921, 0.3801)  0.57
H (1.8366, 1.7988, 2.9026)  -0.03
C (2.3326, 4.9876, -0.9649)  -0.34
C (-0.3895, -3.2517, -4.5896)  -0.73
C (3.2465, -1.1824, -0.8112)  -0.81
H (0.9926, -4.3197, 4.0997)  0.48
H (0.6422, -0.6405, -2.7047)  0.48
H (-1.3173, 4.4835, 1.1146)  0.37
H (-1.2047, 3.4781, -2.8528)  0.36
H (-6.1862, 1.7374, 1.0979)  0.55
H (4.2788, -1.2152, -1.1622)  0.37
H (3.4524, 2.2872, 3.4588)  0.32
H (5.2035, 0.8188, 3.3799)  0.40
H (-2.3441, 3.8652, -1.5299)  0.39
H (4.5683, -0.7977, 3.7083)  0.36
C (0.3715, -3.1958, 2.3839)  -0.54
H (0.4232, 4.4667, 1.4749)  0.39
H (-6.4044, -2.3812, 1.6228)  0.47
C (-2.7284, -1.8536, 0.5467)  1.47
H (-1.2283, 5.0930, -2.1455)  0.57
W (-0.2798, 1.2449, 0.2203)  0.52
C (0.2403, -2.0619, -4.2498)  -0.76
C (-4.4150, -1.9059, 2.2712)  -0.83
H (-1.5999, -4.8850, -3.8998)  0.48
H (2.5834, 0.9798, 4.2796)  0.38
H (5.2976, -0.4152, 2.1255)  0.37
C (-5.3791, -2.2156, 1.3193)  -0.66
H (-2.3571, -1.4913, 2.6501)  0.31
C (0.1284, -1.5617, -2.9584)  -0.73
P (-0.0607, 3.5634, -0.7258)  1.46
C (0.3421, -3.1373, 0.9926)  1.48
C (-5.0229, -2.3344, -0.0175)  -0.93
H (-5.3130, 1.2240, -1.1888)  0.64
H (3.3128, 3.1600, -4.2289)  0.45
H (-3.4364, -2.2764, -1.4499)  0.44
H (-0.3021, -3.6423, -5.5946)  0.45
C (-1.3394, 4.0305, -1.9234)  -1.39
H (3.1366, -3.0521, 0.9657)  0.30
C (0.9812, -4.2684, 3.0191)  -0.78
N (3.3984, 0.4544, 2.4336)  0.14
H (-4.6890, -1.8301, 3.3156)  0.51
C (-3.2725, 1.2605, -0.5150)  0.40
O (-1.2677, 0.9433, -1.6355)  -0.13
C (-0.6167, -2.2537, -2.0052)  0.74
C (1.5262, -5.2298, 0.8803)  -0.73
C (1.4980, 4.0059, -1.4936)  0.39
O (-1.8105, 2.0165, 3.8552)  -0.47
C (4.6915, -0.0354, 2.9409)  -1.15
H (2.0762, 5.5174, -0.0569)  0.37
H (0.8891, -4.1379, -0.8447)  0.27


2.
# C41H58HfN7O3PS2

A molecular structure, C41H58HfN7O3PS2 (ωB97M-V/def2-TZVPD, OMol25).

Gap between HOMO and LUMO (eV): 7.4
Lowest unoccupied orbital energy (eV): -5.684
Energy (eV): -92294.116
Energy above the lowest of the compared OMol25 structures with the same formula, charge and spin (kcal/mol): 0.0
Spin multiplicity: 1
Net charge: +2
E_HOMO (eV): -13.1122

Each line ends with the Mulliken charge.
Geometry (Å):
H (0.7919, 4.0386, -2.8400)  0.26
H (-1.1047, -5.8131, -2.3690)  0.39
H (-2.2187, -0.1613, 1.3266)  -0.46
N (-2.4044, 3.3552, -2.1477)  0.55
C (-2.6218, 0.8055, 0.9832)  0.25
C (2.8001, 1.0072, -4.2400)  -0.80
O (1.2953, 3.0615, 2.3266)  -0.66
C (0.4522, -3.6118, -2.2289)  2.38
H (-3.9869, -1.8812, 2.9049)  0.42
C (0.8153, -2.6337, 1.2178)  0.00
H (-1.0178, -4.1849, 3.2723)  0.38
C (1.3643, 4.7111, -2.2025)  -1.50
H (0.4142, -2.5204, -2.2794)  -1.25
C (3.0802, -0.6248, 3.4803)  -0.91
C (-2.3188, 1.9745, 1.9347)  0.84
H (-1.9796, 3.4413, -1.2223)  -0.63
H (-1.6646, -2.0825, 2.1070)  -0.44
C (-2.2726, -1.2013, -4.0441)  -0.88
H (0.4513, -5.1929, -3.7282)  0.52
C (2.8980, 0.9061, -1.7710)  0.23
H (2.8014, -2.7504, 3.1190)  0.64
H (-2.2302, -3.2588, 4.1772)  0.47
C (2.5282, -1.7370, 2.8606)  -0.69
H (-1.4833, 1.6854, 2.5769)  0.36
H (3.8289, -0.7460, 4.2518)  0.49
S (1.8774, -0.5100, -1.7415)  -0.27
C (-1.8107, 2.5176, -3.0382)  0.18
C (-1.9678, -3.6999, 0.7514)  1.09
H (-3.0864, -3.5330, -2.1763)  0.10
C (-1.8479, 3.1745, 1.1347)  1.18
H (-3.7426, 1.3480, 3.4252)  0.43
C (-1.3446, -5.2103, -1.5031)  -0.52
H (2.6050, -3.7036, -2.4648)  0.45
O (1.0201, -3.7823, 1.5377)  -0.63
H (-3.0395, -1.5883, -4.7171)  0.50
C (-2.5943, 4.3430, 1.0485)  -0.72
C (1.8451, -4.0337, -1.7544)  -1.44
H (2.9933, 1.5455, 3.6132)  0.68
H (-3.4541, -5.1983, 1.1256)  0.43
H (2.2225, 4.9467, 1.1443)  0.35
H (-4.1132, -2.6916, -1.0126)  0.23
H (-1.9644, -0.2052, -4.3625)  0.29
H (-2.8827, -6.5515, -0.8469)  0.42
C (-0.8447, 5.3804, -0.2222)  0.07
H (-3.6911, 3.0969, -5.6320)  0.48
H (-4.8395, 4.6519, -4.0102)  0.47
C (2.2045, 5.2317, 0.0959)  -1.80
H (-1.4107, -1.8684, -4.0649)  -0.04
O (-1.7927, -0.8778, -1.3727)  -0.18
H (-0.4496, 6.2581, -0.7177)  0.50
C (0.2314, -4.1274, -3.6514)  -2.21
H (-3.5497, 4.4135, 1.5500)  0.44
H (-4.7032, 0.0326, -1.3279)  0.38
C (-0.6342, -4.0392, -1.2631)  0.69
H (-4.6095, -2.7793, -2.7228)  0.62
H (-2.6648, 6.3643, 0.3293)  0.44
C (-3.7606, -2.6864, -2.0434)  -0.80
C (-3.3435, 3.1875, -4.6086)  -0.35
C (-4.1784, 0.1161, -2.2800)  -0.62
H (-2.3239, 1.0310, -0.0533)  -1.08
C (-0.0625, 4.2254, -0.1597)  1.47
C (-2.0933, 5.4456, 0.3684)  -1.99
H (1.7161, 1.0387, -4.3166)  0.17
C (1.6815, 0.7534, 2.1391)  -0.71
P (-2.9187, -1.1583, -2.3821)  1.18
H (3.1543, -0.0048, -4.4272)  0.38
C (-2.3139, -2.9589, 2.0304)  0.95
H (3.2355, 1.6773, -4.9755)  0.36
H (-3.9745, -1.8569, 1.1346)  0.09
H (-4.4071, 2.5004, 2.2739)  0.48
H (1.8152, 6.2489, 0.0248)  0.41
H (3.9008, 2.2190, -2.8941)  0.32
H (2.0916, -3.6335, -0.7746)  0.21
C (-3.9898, 4.0559, -3.7169)  -0.87
C (-0.5926, 3.1060, 0.5006)  -0.87
N (3.4103, 1.3695, -0.6375)  0.06
H (-3.7416, 1.1083, -2.3678)  -0.06
H (1.7500, 3.2620, -0.6693)  -1.27
S (-0.4347, 1.5887, -2.6308)  -0.29
C (-3.4735, 4.1164, -2.4580)  0.02
H (2.3938, 4.7345, -2.5687)  0.42
H (3.2034, 0.8419, 0.1933)  0.15
N (0.1594, 1.8859, 0.6855)  0.90
H (5.3249, 2.1701, -1.0249)  0.45
C (-3.5126, 2.2420, 2.8445)  -2.24
N (1.1776, -0.3153, 1.5230)  0.71
N (-0.1123, -2.1713, 0.3032)  1.20
H (3.2282, 5.2578, -0.2830)  0.51
C (2.6382, 0.6470, 3.1281)  -0.74
C (1.3403, 4.2731, -0.7361)  1.66
C (1.0463, 2.0385, 1.7243)  0.66
H (-3.6968, 0.6284, 0.9008)  1.22
N (-2.3065, 2.4399, -4.2838)  -0.40
H (0.9045, -3.6134, -4.3397)  0.36
H (-0.7945, -3.9804, -3.9959)  0.53
C (-3.7655, -2.4726, 2.0141)  -1.26
C (1.5692, -1.5324, 1.8867)  0.15
C (-2.6700, -4.8657, 0.4563)  -0.59
H (3.9852, 3.3539, -1.0305)  0.39
H (-4.4600, -3.3138, 2.0001)  0.37
C (-2.0467, -3.8265, 3.2635)  -1.73
H (-3.8517, 4.7474, -1.6667)  0.43
H (4.5610, 2.6787, 0.4882)  0.32
C (-2.3527, -5.6292, -0.6497)  -1.58
N (3.2330, 1.4627, -2.9173)  0.11
H (0.9727, 5.7223, -2.3226)  0.40
C (-0.9454, -3.2926, -0.1143)  -0.19
C (4.3788, 2.4530, -0.5583)  -1.30
Hf (-0.2130, -0.0845, -0.2770)  -0.41
H (-4.8980, -0.0298, -3.0870)  0.56
H (-2.7045, -4.6966, 3.2763)  0.35
H (1.8954, -5.1216, -1.6836)  0.37
H (-3.3036, 3.0499, 3.5446)  0.49


3.
# C13H23MoN4P2S

A molecular structure, C13H23MoN4P2S (ωB97M-V/def2-TZVPD, OMol25).

Gap between HOMO and LUMO (spin up / spin down) (eV): 6.6 / 6.9
Lowest unoccupied orbital energy (spin up / spin down) (eV): -12.229 / -12.036
Energy (eV): -51055.943
Spin multiplicity: 3
Net charge: +3
E_HOMO (spin up / spin down) (eV): -18.8494 / -18.9686
Expectation value of S²: 2.065

Each line ends with the natural charge from an NBO analysis.
Geometry (Å):
C (1.3382, -2.8173, 0.2851)  -0.74
C (0.9660, 3.2149, 0.5520)  0.10
C (2.0814, -1.9434, -0.7326)  -0.73
H (-2.0958, -3.0531, 1.9340)  0.26
H (1.7556, 2.9170, 1.2911)  0.24
H (-1.2219, -1.7823, -1.5799)  0.26
H (-0.6031, -2.9853, 2.8696)  0.27
H (-0.7697, -3.5435, -1.2312)  0.28
Mo (-0.3455, 0.3279, 0.9738)  0.94
H (0.1644, 5.8145, -1.3941)  0.28
H (1.5908, -2.0260, -1.6803)  0.26
C (-0.9060, 2.6650, -0.7135)  0.08
H (-5.1265, -1.3594, 0.5810)  0.45
C (1.0622, 4.4642, -0.0648)  -0.19
H (2.8373, 1.7155, -1.3760)  0.27
H (3.8881, -1.0160, 1.0698)  0.27
H (-2.3075, -2.8446, -0.6537)  0.28
C (-1.9591, 1.7107, -0.9360)  0.17
N (-1.9736, 0.6179, -0.2496)  -0.27
C (2.3459, 0.7681, -1.6324)  -0.92
H (3.4352, 0.5798, 1.6693)  0.26
C (-0.9269, 3.9168, -1.3371)  -0.12
N (-3.0663, -0.1837, -0.2357)  -0.35
H (3.1327, -2.2695, -0.9132)  0.30
H (-1.7779, 4.0873, -1.9962)  0.28
N (-4.4086, -1.2997, 1.2887)  -0.74
P (-0.3361, -2.2071, 0.6179)  1.15
H (-4.7275, -1.4138, 2.2299)  0.44
H (1.8569, 5.1516, 0.1174)  0.28
C (3.5371, -0.0273, 0.7849)  -0.94
C (-3.3197, -0.5726, 0.9820)  0.33
H (1.2415, -3.8334, -0.0767)  0.29
C (0.0880, 4.8213, -0.9873)  -0.08
H (4.2701, 0.4779, 0.1505)  0.29
C (-1.2585, -2.6259, -0.8779)  -0.96
H (1.8953, -2.8536, 1.2364)  0.27
H (1.3716, 0.9797, -2.1085)  0.24
P (1.9985, -0.2432, -0.1546)  0.98
N (0.0819, 2.3100, 0.1772)  -0.54
H (3.0112, 0.1644, -2.2663)  0.29
S (-2.1150, -0.2081, 2.2828)  0.15
H (-2.8517, 1.9286, -1.4981)  0.27
H (-0.8201, -4.2847, 1.6828)  0.29
C (-1.0330, -3.2398, 1.9194)  -0.94


4.
# C2H11O3S

4 unconnected molecules or ions with the total composition C2H11O3S (ωB97M-V/def2-TZVPD, OMol25).

Gap between HOMO and LUMO (eV): 7.2
Lowest unoccupied orbital energy (eV): 3.874
Energy (eV): -19231.906
Energy above the lowest of the compared OMol25 structures with the same formula, charge and spin (kcal/mol): 9.0
Spin multiplicity: 1
Net charge: -1
E_HOMO (eV): -3.3543

Each line ends with the natural charge from an NBO analysis.
Geometry (Å):
H (-1.4551, 0.1415, -2.2418)  0.18
H (-2.9027, -1.7191, -1.7318)  0.17
H (-1.2186, -2.2443, -1.6977)  0.21
H (2.7135, 0.4852, -0.9417)  0.51
H (-2.1129, -1.9574, -0.1577)  0.19
C (-1.9565, -1.6407, -1.1913)  -0.62
C (-1.4092, -0.2047, -1.2084)  -0.50
H (3.5280, 1.7521, -1.2280)  0.46
H (-1.9106, 0.4596, -0.5209)  0.19
O (-0.0670, 2.3527, 2.2571)  -0.99
S (0.3466, -0.1611, -0.6410)  -0.75
H (1.3315, -1.1554, 2.6418)  0.47
H (0.2102, 1.4673, 2.5348)  0.50
H (-0.1602, 2.2876, 1.3013)  0.48
O (0.9651, -0.2815, 2.4720)  -1.02
H (0.5094, -0.3769, 1.6054)  0.50
O (3.5886, 0.7951, -1.2521)  -0.97